Entry 1:
Molecular formula: CH12O6
Method: DFT, wB97M-V/def2-TZVPD

XYZ file:
```
19
Properties=species:S:1:pos:R:3:mulliken_charge:R:1
C -1.680 -2.335 -0.863 -0.132
O -1.158 -2.070 0.182 -0.407
H -1.108 -2.199 -1.703 0.228
H -2.609 -2.932 -0.924 0.251
O -0.520 2.266 -0.375 -0.654
H -0.197 2.372 0.541 0.362
H -0.736 3.177 -0.560 0.297
O 1.984 -0.955 -0.596 -0.663
H 2.687 -0.250 -0.719 0.325
H 1.225 -0.484 -0.963 0.353
O 0.886 -0.778 2.126 -0.700
H 1.551 -0.911 1.518 0.319
H 0.043 -1.257 1.896 0.365
O -0.387 0.268 -2.185 -0.662
H 0.066 0.263 -3.075 0.338
H -0.189 1.151 -1.772 0.363
O 0.244 1.872 2.376 -0.717
H 0.555 1.015 2.333 0.422
H -0.658 1.787 2.763 0.312
```

Values from the calculation:
**ΔE to the lowest compared entry with this formula, charge and spin**: 65.0 kJ/mol
**E_tot**: -13516.0479 eV
**Kohn-Sham gap**: 10.69 eV
**Multiplicity**: 1
**Highest occupied orbital energy**: -10.17 eV
**Lowest unoccupied orbital energy**: 0.53 eV

Entry 2:
Molecular formula: C3H10OS2
Method: DFT, wB97M-V/def2-TZVPD

XYZ file:
```
16
Properties=species:S:1:pos:R:3:mulliken_charge:R:1
C -2.872 -1.122 -1.274 -1.186
C -1.819 -0.337 -0.451 -0.402
C -0.387 -0.777 -0.739 -0.634
S 0.649 -0.547 0.790 -0.125
S 2.445 0.016 -0.111 -0.192
H -3.567 -0.451 -1.768 0.333
H -2.446 -1.683 -2.113 0.333
H -3.315 -1.859 -0.611 0.287
H -2.112 -0.403 0.595 0.365
H -1.856 0.727 -0.692 0.302
H 0.067 -0.289 -1.594 0.420
H -0.380 -1.842 -0.984 0.394
H 2.519 1.267 0.342 0.146
O -0.804 2.583 0.964 -0.612
H -0.383 1.704 1.008 0.281
H -0.214 3.220 1.382 0.289
```

Values from the calculation:
**ΔE to the lowest compared entry with this formula, charge and spin**: 26.8 kJ/mol
**E_tot**: -26991.0128 eV
**Kohn-Sham gap**: 9.48 eV
**Multiplicity**: 1
**Highest occupied orbital energy**: -9.09 eV
**Lowest unoccupied orbital energy**: 0.39 eV

Q: What is the lowest unoccupied orbital energy in the first record?
A: 0.53 eV

Repeat the second record exactly.
Molecular formula: C3H10OS2
Method: DFT, wB97M-V/def2-TZVPD

XYZ file:
```
16
Properties=species:S:1:pos:R:3:mulliken_charge:R:1
C -2.872 -1.122 -1.274 -1.186
C -1.819 -0.337 -0.451 -0.402
C -0.387 -0.777 -0.739 -0.634
S 0.649 -0.547 0.790 -0.125
S 2.445 0.016 -0.111 -0.192
H -3.567 -0.451 -1.768 0.333
H -2.446 -1.683 -2.113 0.333
H -3.315 -1.859 -0.611 0.287
H -2.112 -0.403 0.595 0.365
H -1.856 0.727 -0.692 0.302
H 0.067 -0.289 -1.594 0.420
H -0.380 -1.842 -0.984 0.394
H 2.519 1.267 0.342 0.146
O -0.804 2.583 0.964 -0.612
H -0.383 1.704 1.008 0.281
H -0.214 3.220 1.382 0.289
```

Values from the calculation:
**ΔE to the lowest compared entry with this formula, charge and spin**: 26.8 kJ/mol
**E_tot**: -26991.0128 eV
**Kohn-Sham gap**: 9.48 eV
**Multiplicity**: 1
**Highest occupied orbital energy**: -9.09 eV
**Lowest unoccupied orbital energy**: 0.39 eV

Q: Kohn-Sham gap of number 1 (CH12O6)?
A: 10.69 eV

Q: What is the Kohn-Sham gap in the first record?
A: 10.69 eV